6 unconnected molecules or ions with the total composition C41H85F9NO17S6 in a non-equilibrium geometry, computed with ωB97M-V with the def2-TZVPD basis set.

XYZ file:
```
159
Properties=species:S:1:pos:R:3:forces:R:3:lowdin_charge:R:1
C 8.3452 -0.8477 2.3518 -0.5 0.7 -0.2 -0.141
C 7.5008 0.3787 1.9796 0.1 -0.8 0.6 -0.501
S 5.9928 0.5015 2.9716 0.0 0.3 0.2 0.940
C 4.6523 0.1361 1.8205 0.2 0.5 -0.1 -0.442
C 3.3913 0.8785 2.2776 -0.1 -1.0 -0.5 -0.282
C 2.8188 1.7385 1.1837 0.3 0.3 0.6 -0.063
N 2.0902 0.9777 0.1385 0.0 -0.2 -0.2 0.144
C 1.6735 -0.4094 0.5322 -0.4 -0.3 0.0 -0.235
C 0.6493 -0.9203 -0.4410 0.1 -0.5 0.0 -0.178
C 0.5497 -2.4249 -0.3264 0.1 0.0 0.1 -0.056
C 1.2662 -0.5756 1.9785 0.2 1.2 0.7 -0.157
C -0.1565 -0.1581 2.3115 0.5 -0.1 -0.9 -0.076
C -0.6183 1.2066 1.8511 -0.1 -0.2 0.4 -0.191
O -1.5401 1.7183 2.7498 -0.9 0.7 0.0 -0.087
C -1.0854 2.2969 3.9430 0.2 -1.1 -0.2 -0.090
C -1.4864 3.7255 4.0451 -0.2 -0.2 -0.9 -0.456
F -0.9369 4.2567 5.1166 0.2 0.5 1.5 0.176
F -0.9369 4.3750 2.9939 0.5 0.4 -0.7 0.126
C -2.9959 4.0364 3.9540 0.6 -0.6 0.0 -0.384
F -3.2148 5.2078 4.5242 -0.2 1.2 0.6 0.183
F -3.2719 4.1482 2.6521 -0.6 -0.2 -0.6 0.162
C -3.9949 3.0537 4.5720 -0.2 0.9 0.4 -0.426
F -5.1936 3.5878 4.3509 -1.1 0.5 -0.2 0.172
F -3.9868 1.8964 3.9411 0.5 -1.4 -0.5 0.182
C -3.9191 2.8217 6.0835 -0.8 -0.9 -0.7 -0.331
F -4.4854 3.8199 6.7252 -0.1 1.2 0.7 0.149
F -2.6669 2.6421 6.4884 1.2 0.1 0.4 0.127
C 2.3498 -0.0166 2.9532 0.3 -0.5 -0.7 -0.378
F 1.7707 0.7851 3.9149 -0.8 0.8 0.2 0.038
C 2.9926 -1.1654 3.6927 0.1 0.7 0.7 -0.126
C 2.2292 -1.5428 4.9360 0.1 -0.8 -0.5 -0.183
C 2.7763 -2.8094 5.5549 -0.7 0.5 0.1 -0.187
C 1.8305 -3.3311 6.6283 0.8 -0.2 0.4 -0.195
C 1.2206 -4.6828 6.3951 -0.1 0.2 -0.6 -0.199
C 0.5220 -4.8694 5.0635 -0.3 -0.4 0.2 -0.206
C 0.6228 -6.2969 4.5849 0.7 0.4 0.7 -0.167
C 1.9515 -6.6805 3.9676 -1.0 -0.3 -0.6 -0.200
O 1.7042 -6.9471 2.5993 0.8 0.0 -0.4 -0.217
C 2.0308 -5.8901 1.7371 -0.3 -0.2 0.3 -0.099
H 7.8278 -1.4142 3.0899 -0.4 -0.7 0.5 0.042
H 8.5126 -1.4517 1.4876 0.3 -0.5 -0.5 0.064
H 9.2650 -0.5365 2.7987 0.7 0.1 0.1 0.067
H 8.0737 1.2475 2.2040 0.2 0.9 0.1 0.055
H 7.2760 0.3913 0.9336 -0.3 0.1 -0.6 0.065
H 4.4997 -0.9143 1.6730 -0.1 -0.7 0.1 0.078
H 4.9520 0.5400 0.8736 0.3 0.2 -0.7 0.070
H 3.6929 1.5770 3.0264 0.2 0.5 0.6 0.126
H 3.6199 2.2719 0.7185 0.4 0.4 -0.5 0.140
H 2.1934 2.4824 1.6203 -0.9 0.4 0.1 0.130
H 1.2824 1.4760 -0.2266 -0.2 0.3 0.1 0.178
H 2.7093 0.8845 -0.6578 0.1 -0.1 -0.3 0.186
H 2.5301 -1.0317 0.3786 0.9 -0.1 -0.1 0.148
H 0.9530 -0.6800 -1.4438 0.1 0.3 -0.6 0.125
H -0.3142 -0.4925 -0.2525 -0.6 0.5 -0.1 0.107
H 0.1783 -2.8758 -1.2220 -0.3 -0.2 -0.6 0.086
H 1.5139 -2.8577 -0.1258 0.6 -0.3 0.0 0.081
H -0.0924 -2.7252 0.4732 -0.5 -0.2 0.6 0.078
H 1.2850 -1.6318 2.1220 0.0 -0.9 0.1 0.132
H -0.7786 -0.8971 1.8508 -0.7 -0.5 -0.2 0.118
H -0.3395 -0.2583 3.3544 0.1 0.0 0.9 0.121
H 0.1891 1.8971 1.6614 0.5 0.5 0.2 0.110
H -1.1720 1.1284 0.9375 -0.3 -0.1 -0.7 0.125
H -0.0186 2.2803 4.0367 0.8 0.0 -0.1 0.134
H -1.4645 1.7051 4.7517 -0.3 -0.1 0.7 0.136
H -4.4793 1.9299 6.2980 -0.3 -0.7 0.1 0.173
H 3.1449 -2.0033 3.0431 0.1 -0.6 -0.4 0.123
H 3.9527 -0.8408 4.0492 0.8 0.0 0.0 0.094
H 2.2935 -0.7363 5.6325 -0.2 0.5 0.5 0.123
H 1.1922 -1.7423 4.7206 -0.7 0.2 -0.2 0.112
H 2.9173 -3.5077 4.7530 0.2 -0.7 -0.3 0.093
H 3.7283 -2.6065 6.0004 0.8 0.1 0.1 0.115
H 2.4374 -3.4155 7.5086 0.1 0.0 0.8 0.107
H 1.0814 -2.6039 6.8666 -0.6 0.6 0.0 0.110
H 1.9785 -5.4314 6.5186 0.6 -0.5 0.0 0.112
H 0.4847 -4.8865 7.1448 -0.3 -0.1 0.8 0.114
H -0.5269 -4.7101 5.2160 -0.7 0.6 0.0 0.109
H 0.8513 -4.1800 4.3070 0.3 0.4 -0.5 0.088
H 0.4948 -6.8947 5.4639 -0.5 -0.6 0.5 0.111
H -0.1546 -6.5068 3.8826 -0.5 -0.4 -0.4 0.107
H 2.3050 -7.5985 4.3883 0.4 -0.5 0.3 0.120
H 2.6954 -5.9150 4.0930 0.6 0.4 0.1 0.110
H 1.3230 -5.8989 0.9305 -0.3 0.0 -0.6 0.080
H 3.0288 -5.9902 1.3409 0.6 0.0 -0.2 0.088
H 1.9330 -4.9426 2.2462 0.0 0.6 0.2 0.066
O -0.2899 3.9961 -2.7893 0.2 -0.1 0.1 -0.308
S -0.9493 5.2726 -2.8248 -0.5 0.2 -0.1 0.563
O -0.3104 6.4192 -2.2716 0.6 0.1 0.0 -0.267
O -2.3787 5.1354 -2.1483 -0.2 -0.7 -0.5 -0.259
C -2.4402 4.6313 -0.7931 0.1 0.6 0.6 -0.228
C -1.9805 5.7598 0.1107 0.3 0.0 0.2 -0.069
C -1.4688 5.6547 -4.4546 -0.2 -0.2 -0.1 -0.112
H -1.8415 3.7270 -0.6668 0.1 0.0 -0.3 0.104
H -3.4747 4.3570 -0.6018 -0.1 0.1 -0.3 0.124
H -0.9238 5.9580 -0.0659 -0.1 0.1 0.1 0.075
H -2.1101 5.5251 1.1605 -0.1 -0.2 0.0 0.035
H -2.5219 6.6766 -0.1177 -0.1 0.0 0.0 0.099
H -1.9923 4.8059 -4.8844 0.0 0.0 0.0 0.073
H -0.5832 5.8830 -5.0425 0.1 0.0 0.1 0.082
H -2.1203 6.5216 -4.4013 0.0 0.1 0.0 0.081
O -3.5228 -9.8446 -0.3845 0.0 0.1 -0.3 -0.268
S -3.4911 -9.2469 0.9111 0.0 -0.3 0.5 0.554
O -3.4297 -7.8269 1.0472 -0.1 0.4 -0.2 -0.282
O -2.3178 -9.8951 1.7494 0.1 -0.3 0.1 -0.264
C -0.9837 -9.9034 1.1881 0.4 0.2 -0.1 -0.231
C -0.3544 -8.5334 1.2921 -0.2 0.0 -0.3 -0.078
C -4.8086 -9.8609 1.8984 -0.1 -0.1 0.0 -0.121
H -0.9970 -10.2673 0.1602 -0.3 0.0 0.0 0.117
H -0.4272 -10.6269 1.7784 -0.2 -0.1 0.1 0.123
H -0.8625 -7.8255 0.6361 0.0 0.0 0.0 0.076
H 0.6935 -8.5733 1.0068 0.1 -0.1 0.1 0.080
H -0.4283 -8.1511 2.3043 0.1 -0.1 0.1 0.067
H -4.8256 -10.9443 1.8262 0.0 0.0 0.0 0.077
H -5.7278 -9.4363 1.5056 0.0 0.0 -0.1 0.077
H -4.6542 -9.5387 2.9240 0.0 0.0 0.0 0.075
O -0.6820 2.7843 -10.3974 0.3 0.2 -0.1 -0.265
S -1.7510 2.5184 -9.4906 -0.3 -0.3 0.1 0.563
O -2.3204 3.5813 -8.7238 -0.1 0.4 0.0 -0.282
O -1.3073 1.3794 -8.4707 0.0 -0.2 -0.1 -0.261
C -0.0384 1.5515 -7.8118 0.4 0.2 0.2 -0.252
C -0.0650 2.6680 -6.7837 -0.1 0.1 0.0 -0.082
C -3.0134 1.6272 -10.3163 -0.1 -0.2 0.0 -0.116
H 0.7406 1.7488 -8.5488 -0.1 0.0 -0.2 0.116
H 0.1834 0.5873 -7.3601 -0.2 0.0 0.0 0.121
H -0.1952 3.6362 -7.2653 0.0 0.0 0.0 0.070
H 0.8716 2.6911 -6.2257 0.0 -0.1 0.0 0.080
H -0.8922 2.5381 -6.0856 0.0 -0.1 0.1 0.078
H -2.5605 0.8035 -10.8610 0.0 -0.1 0.0 0.052
H -3.5061 2.3114 -11.0027 0.1 0.1 0.0 0.081
H -3.7222 1.2627 -9.5788 0.0 0.0 0.0 0.078
O -2.4587 -1.6598 -11.1623 -0.2 0.5 0.0 -0.276
S -1.8690 -2.7298 -10.4232 0.0 -0.6 -0.2 0.554
O -0.6616 -2.5125 -9.6974 0.2 0.2 0.3 -0.271
O -1.6710 -3.9460 -11.4147 0.1 -0.1 -0.1 -0.258
C -0.9954 -3.6653 -12.6729 0.2 0.1 -0.4 -0.237
C 0.5068 -3.5145 -12.5328 -0.1 0.2 0.3 -0.070
C -3.0570 -3.4738 -9.3638 -0.1 0.0 0.0 -0.117
H -1.4372 -2.7791 -13.1281 -0.1 0.0 0.1 0.112
H -1.2312 -4.5110 -13.3138 -0.1 -0.1 0.2 0.122
H 0.7653 -2.6218 -11.9664 0.0 0.1 0.0 0.072
H 0.9646 -3.4371 -13.5181 -0.1 0.0 -0.1 0.084
H 0.9356 -4.3637 -12.0125 0.1 -0.2 0.0 0.082
H -3.9605 -3.6708 -9.9328 0.0 0.0 0.0 0.077
H -3.2570 -2.7668 -8.5626 0.0 0.1 0.0 0.076
H -2.6385 -4.3916 -8.9616 0.0 0.0 0.0 0.076
O 0.3363 8.7334 3.0946 0.3 0.0 -0.2 -0.273
S -1.0196 9.0501 2.7700 -0.3 -0.1 0.3 0.554
O -1.4039 9.3293 1.4250 0.2 0.0 -0.4 -0.270
O -1.5045 10.2318 3.6993 -0.1 0.1 0.2 -0.259
C -0.7012 11.4367 3.7322 0.2 0.5 0.0 -0.243
C -0.9114 12.3091 2.5115 -0.1 -0.2 -0.2 -0.071
C -2.0713 7.7964 3.3995 -0.1 0.0 0.2 -0.123
H 0.3491 11.1743 3.8597 0.0 -0.2 0.0 0.114
H -1.0155 11.9643 4.6289 -0.1 -0.2 0.1 0.121
H -0.5260 11.8323 1.6121 0.0 0.0 0.0 0.072
H -0.3962 13.2602 2.6412 0.0 0.0 0.1 0.083
H -1.9722 12.4975 2.3535 0.0 0.1 0.1 0.085
H -1.8050 7.5999 4.4337 0.0 0.0 0.0 0.078
H -1.9051 6.9146 2.7902 0.1 0.0 -0.1 0.037
H -3.1046 8.1213 3.3177 0.0 0.0 0.0 0.086
```
Forces are in eV/Å.

Summary:
Gap between HOMO and LUMO (eV): 8.58
HOMO (eV): -11.38
Charge: +1
Electronic energy (eV): -169652.3148